# 1
Here is a molecular structure, C31H86AsBr4ClF6N12O5P4Zn in a non-equilibrium geometry from the Open Molecules 2025 dataset. Energies are from ωB97M-V with the def2-TZVPD basis set.

Atoms and positions in Å:
Zn  -0.2022  -1.7850  -0.9670
Cl  0.3270  -0.1194  0.5111
As  -0.7549  -5.1310  0.5923
F  0.9912  -4.9027  1.1745
F  -0.0997  -5.6103  -1.0425
F  -2.4305  -5.1818  -0.0608
F  -1.2471  -4.6232  2.2001
F  -0.7490  -3.4105  0.0850
F  -0.8123  -6.8617  1.0677
Br  -0.4481  -1.5817  6.4134
C  0.0470  -1.4410  4.5028
C  1.3795  -2.1612  4.3406
Br  2.7884  -1.1759  5.3931
H  0.0221  -0.3738  4.2823
H  -0.7852  -1.8580  3.9357
H  1.6937  -1.9823  3.3123
H  1.4474  -3.1874  4.7018
Br  3.2459  5.0301  0.5510
C  1.2947  5.2056  0.8327
C  0.5441  4.2116  -0.0740
Br  -1.3586  4.6227  -0.0906
H  0.9606  6.2093  0.5701
H  0.9848  5.0933  1.8716
H  0.7130  3.1834  0.2460
H  0.8947  4.3449  -1.0974
O  -2.3000  -1.5817  -1.1904
P  -3.7245  -1.2755  -0.8678
N  -4.0917  -1.2911  0.8041
C  -5.3213  -0.8508  1.4094
C  -3.1890  -1.9852  1.7511
N  -4.8658  -2.4001  -1.5421
C  -6.3822  -2.3445  -1.5490
C  -4.3113  -3.5172  -2.2944
N  -4.2909  0.3131  -1.2461
C  -3.8522  1.5294  -0.5147
C  -4.9485  0.5974  -2.5126
H  -5.9326  -1.7080  1.6915
H  -5.9270  -0.3324  0.6661
H  -5.0130  -0.2284  2.2494
H  -2.9776  -2.9928  1.3932
H  -3.5572  -2.0569  2.7745
H  -2.2632  -1.4141  1.6812
H  -6.7540  -1.4358  -1.0755
H  -6.7272  -2.2446  -2.5781
H  -6.9092  -3.2015  -1.1296
H  -4.9821  -4.3410  -2.0501
H  -4.3729  -3.3386  -3.3679
H  -3.2850  -3.7641  -2.0228
H  -2.7646  1.5162  -0.4433
H  -4.1155  2.3891  -1.1309
H  -4.2769  1.5206  0.4891
H  -5.4372  -0.2484  -2.9962
H  -4.1879  0.9904  -3.1873
H  -5.6946  1.3524  -2.2648
O  1.5194  -2.7818  -1.3168
P  2.9007  -3.3409  -1.4747
N  3.0993  -4.9572  -1.9090
C  2.5864  -5.4274  -3.1924
C  3.2174  -6.0253  -0.9133
N  3.8893  -3.0954  -0.2021
C  5.3778  -3.1851  -0.2981
C  3.5037  -2.5168  1.1236
N  3.7331  -2.4566  -2.7305
C  4.5943  -3.1264  -3.6622
C  3.6622  -0.9668  -2.7859
H  1.8169  -4.7785  -3.6106
H  1.9918  -6.3396  -3.1431
H  3.3198  -5.5584  -3.9881
H  3.9844  -5.7748  -0.1805
H  3.5737  -6.9589  -1.3486
H  2.3146  -6.2416  -0.3421
H  5.9407  -2.2581  -0.1887
H  5.7220  -3.8250  0.5144
H  5.6774  -3.7605  -1.1739
H  3.4616  -1.4314  1.0334
H  2.4780  -2.8561  1.2686
H  4.0834  -2.9277  1.9502
H  4.9106  -4.0767  -3.2321
H  4.1079  -3.1964  -4.6351
H  5.5248  -2.5618  -3.7207
H  3.4410  -0.6087  -1.7805
H  2.9052  -0.6612  -3.5082
H  4.6083  -0.5135  -3.0816
O  -0.1008  -0.8512  -2.7185
P  -0.3512  0.1245  -3.8664
N  0.6061  -0.0276  -5.2862
C  0.6639  0.9469  -6.3828
C  0.9344  -1.3921  -5.6843
N  -0.0280  1.7473  -3.3823
C  -1.0213  2.4429  -2.5685
C  1.2883  2.3275  -3.2595
N  -1.9274  0.0993  -4.5097
C  -2.4898  1.1293  -5.4022
C  -2.6836  -1.1885  -4.6349
H  -0.1519  0.7233  -7.0703
H  1.6371  0.9759  -6.8728
H  0.5546  1.9393  -5.9454
H  1.0837  -1.8709  -4.7165
H  1.9167  -1.4759  -6.1492
H  0.1524  -1.9469  -6.2027
H  -2.0325  2.3004  -2.9496
H  -0.9317  2.0695  -1.5484
H  -0.8065  3.5116  -2.5670
H  1.2481  3.3864  -3.0040
H  1.8616  1.7969  -2.4993
H  1.8512  2.2834  -4.1918
H  -3.5759  1.1205  -5.3108
H  -2.0699  2.1140  -5.1970
H  -2.1832  0.7814  -6.3886
H  -2.1806  -1.9242  -5.2624
H  -3.6509  -0.9946  -5.0983
H  -2.7735  -1.5095  -3.5971
O  1.2241  4.6152  6.4372
P  0.0370  4.3255  5.5475
N  -1.2497  3.5184  6.4093
C  -1.4021  2.0699  6.4000
C  -1.6381  4.1139  7.6748
N  0.4483  3.3090  4.1869
C  -0.4701  2.9900  3.0728
C  1.6041  2.5037  4.3135
N  -0.7622  5.6852  4.8253
C  -2.1427  5.6770  4.3517
C  -0.2232  7.0234  4.7474
H  -2.2835  1.8144  6.9883
H  -0.5004  1.7116  6.8965
H  -1.4621  1.7740  5.3527
H  -2.4570  3.5212  8.0825
H  -1.8860  5.1530  7.4582
H  -0.7674  4.1792  8.3273
H  0.0952  2.4054  2.3470
H  -1.3609  2.4108  3.3161
H  -0.7667  3.9152  2.5787
H  1.3869  1.7528  5.0731
H  1.8476  2.0404  3.3573
H  2.5509  2.9167  4.6616
H  -2.6870  6.0221  5.2308
H  -2.2691  6.3065  3.4708
H  -2.4645  4.6646  4.1077
H  -0.9038  7.7936  5.1102
H  -0.0212  7.2416  3.6987
H  0.6390  7.1012  5.4096
C  4.0082  1.3405  1.4101
C  4.6495  1.3887  0.0093
O  4.0656  1.8948  -0.9029
C  6.0309  0.6930  -0.1234
H  4.1125  0.3639  1.8828
H  2.9230  1.3874  1.3191
H  4.2971  2.1898  2.0292
H  6.0701  -0.2442  0.4318
H  6.7614  1.3948  0.2789
H  6.1894  0.4361  -1.1707

LUMO: 0.178 eV
Electronic energy: -19002.35241 a.u.
Highest occupied orbital energy: -8.229 eV
Spin multiplicity: 1

Results of the Löwdin charge analysis, in e, for atoms 1 through 5: 0.344 -0.018 0.963 -0.300 -0.286

***

# 2
Here is a molecular structure, C31H86CdN5O15 in a non-equilibrium geometry from the Open Molecules 2025 dataset. Energies are from ωB97M-V with the def2-TZVPD basis set.

Atoms and positions in Å:
Cd  -2.3509  -0.6906  3.0536
C  -0.5891  -0.9558  0.2955
O  -0.9814  -0.3871  1.5062
H  0.4442  -0.7487  -0.0245
H  -0.6432  -2.0520  0.3605
H  -1.1967  -0.6367  -0.5681
C  8.6662  -2.0133  0.6967
O  7.9498  -1.1351  -0.1274
C  8.6340  0.0951  -0.3071
C  7.6073  1.1328  -0.7637
N  6.5011  1.1297  0.1850
C  5.3379  1.8456  -0.3000
C  4.5226  1.1363  -1.3631
O  3.9753  -0.0222  -0.7799
C  3.0482  -0.7269  -1.5480
H  8.2879  -3.0354  0.6437
H  8.5517  -1.6977  1.7406
H  9.7286  -2.0970  0.4462
H  9.3985  -0.0735  -1.0693
H  9.0437  0.4724  0.6364
H  7.3159  0.8472  -1.7876
H  8.0886  2.1089  -0.8419
H  6.2528  0.1481  0.2760
H  5.6009  2.8494  -0.6515
H  4.6514  2.1020  0.5160
H  5.0970  0.8925  -2.2658
H  3.7223  1.8213  -1.6892
H  2.2760  -0.0764  -1.9830
H  2.5348  -1.4228  -0.8854
H  3.5147  -1.2763  -2.3722
C  0.5589  5.3673  1.7264
O  1.4697  4.3783  2.1693
C  0.9027  3.1311  2.4921
C  1.9990  2.0973  2.2909
N  1.5387  0.7859  2.7368
C  2.5424  -0.2693  2.6343
C  3.8342  -0.0973  3.4049
O  3.7307  -0.7682  4.6478
C  4.6123  -0.2374  5.6175
H  1.1596  6.2372  1.4882
H  -0.2046  5.5495  2.4914
H  0.0137  5.0267  0.8364
H  0.0249  2.9302  1.8686
H  0.6184  3.1223  3.5555
H  2.8965  2.4546  2.7867
H  2.1951  2.0199  1.2095
H  0.7528  0.4689  2.1795
H  2.7749  -0.3953  1.5634
H  2.1605  -1.2550  2.9169
H  4.1106  0.9507  3.5531
H  4.6307  -0.5594  2.8091
H  4.5711  -0.8746  6.4966
H  4.3203  0.7852  5.8761
H  5.6388  -0.2290  5.2365
C  -6.5488  -1.6759  -2.8426
O  -6.2611  -0.4734  -2.1567
C  -4.9741  -0.4911  -1.5980
C  -4.8022  0.6827  -0.6644
N  -5.6874  0.5461  0.4870
C  -5.8835  1.8582  1.1167
C  -6.7108  1.7158  2.3710
O  -7.9958  1.2741  1.9894
C  -8.9036  1.3030  3.0685
H  -7.5955  -1.6541  -3.1375
H  -6.3035  -2.5437  -2.2288
H  -5.9922  -1.7051  -3.7888
H  -4.2218  -0.4949  -2.3990
H  -4.8026  -1.4065  -1.0080
H  -5.0530  1.6039  -1.2148
H  -3.7541  0.7668  -0.3712
H  -6.6137  0.2448  0.1983
H  -6.3239  2.5837  0.4232
H  -4.8878  2.2116  1.3985
H  -6.8224  2.6803  2.8865
H  -6.2113  1.0050  3.0449
H  -9.8088  0.7689  2.7935
H  -9.0908  2.3384  3.3672
H  -8.5109  0.7660  3.9442
C  -2.7034  -10.0962  0.6689
O  -2.1044  -8.9892  0.0505
C  -0.7418  -9.1885  -0.2402
C  -0.0500  -7.9051  -0.6244
N  -0.4767  -7.5278  -1.9790
C  -0.1363  -6.1800  -2.3673
C  -0.6100  -5.0642  -1.4336
O  -1.9031  -5.3617  -0.9362
C  -2.4621  -4.3169  -0.2224
H  -2.9607  -10.8773  -0.0537
H  -3.6165  -9.7983  1.1834
H  -2.0399  -10.5052  1.4417
H  -0.6269  -9.9345  -1.0390
H  -0.2430  -9.6264  0.6387
H  1.0220  -8.1086  -0.6496
H  -0.3042  -7.1247  0.1011
H  -1.4669  -7.7120  -2.0694
H  -0.6102  -5.9846  -3.3324
H  0.9420  -6.0795  -2.5086
H  -0.7015  -4.1143  -1.9775
H  0.0875  -4.9213  -0.5944
H  -1.8594  -4.0756  0.6704
H  -3.4507  -4.6098  0.1350
H  -2.6126  -3.3692  -0.7614
C  -1.1463  1.8992  -3.1473
O  -0.8714  2.8205  -2.1113
C  0.5247  2.9740  -1.8626
C  1.2405  3.7153  -2.9652
N  0.6927  5.0683  -3.0470
C  1.1886  5.8026  -4.2006
C  0.5902  7.1698  -4.2661
O  -0.7613  7.0267  -4.7066
C  -1.4005  8.2446  -4.9510
H  -0.6714  0.9321  -2.9488
H  -0.8312  2.2571  -4.1304
H  -2.2280  1.7890  -3.2083
H  0.9245  1.9549  -1.7498
H  0.7247  3.5158  -0.9376
H  1.1243  3.2117  -3.9427
H  2.3268  3.7728  -2.8628
H  -0.3123  4.9588  -3.1483
H  0.9514  5.2505  -5.1273
H  2.2817  5.8187  -4.2291
H  1.0990  7.8387  -4.9736
H  0.5519  7.6877  -3.2996
H  -1.5736  8.8461  -4.0473
H  -2.3698  8.0121  -5.3860
H  -0.8261  8.8876  -5.6304
O  -1.7327  -2.7776  3.2363
H  -2.3888  -3.3264  3.6902
H  -0.8800  -3.1714  3.4684
O  -0.6604  -0.0908  4.4002
H  -0.5573  -0.2080  5.3515
H  0.0642  0.5320  4.1214
O  -1.7786  2.1049  0.4317
H  -1.3438  1.2829  0.7244
H  -1.4645  2.2531  -0.4789
O  -2.9946  1.4028  2.9113
H  -3.2309  2.0926  3.5414
H  -2.7149  1.8642  2.0859

LUMO: -4.451 eV
Electronic energy: -2802.37296 a.u.
Charge: +1
Highest occupied orbital energy: -10.294 eV
ΔE to the lowest compared entry with this formula, charge and spin: 0.0 kJ/mol
Spin multiplicity: 1

Results of the Löwdin charge analysis, in e, for atoms 1 through 5: 1.440 -0.247 -0.505 0.059 0.051

***

# 3
Here is a molecular structure, C31H86O17 in a non-equilibrium geometry from the Open Molecules 2025 dataset. Energies are from ωB97M-V with the def2-TZVPD basis set.

Atoms and positions in Å:
C  -1.4509  0.2835  3.6665
C  -0.3148  0.8525  4.5183
C  -0.3732  0.4940  5.9686
O  0.9526  0.3602  3.9920
H  -1.2343  0.6090  2.6487
H  -2.4286  0.6877  3.9354
H  -1.5520  -0.7906  3.8191
H  -0.3416  1.9317  4.3648
H  0.4887  0.9335  6.4710
H  -0.4373  -0.5673  6.2094
H  -1.2816  0.9048  6.4128
H  0.9794  0.6576  3.0761
C  -2.5665  -1.7390  0.9948
C  -3.7971  -2.4923  0.5522
C  -5.0203  -1.9057  1.3181
O  -4.0039  -2.1810  -0.7927
H  -1.6111  -2.2356  0.8160
H  -2.4926  -1.7015  2.0832
H  -2.6010  -0.7154  0.6233
H  -3.8067  -3.5787  0.6403
H  -5.9903  -2.2938  1.0027
H  -5.0657  -0.8419  1.0800
H  -5.0287  -2.0927  2.3929
H  -3.8231  -1.2396  -0.9070
C  3.6913  1.3882  5.5206
C  4.3520  0.2661  4.7435
C  3.2908  -0.5299  3.8721
O  5.3587  0.8000  3.8857
H  2.9401  1.0019  6.2108
H  3.0712  1.8134  4.7283
H  4.2869  2.1674  5.9936
H  4.8419  -0.4347  5.4224
H  3.6870  -1.1429  3.0607
H  2.5352  0.0765  3.3729
H  2.8621  -1.2995  4.5148
H  6.0341  1.1790  4.4546
C  1.2733  0.5084  -7.3101
C  1.1960  0.1530  -5.8186
C  1.8167  1.2029  -4.8932
O  -0.1766  0.1324  -5.4798
H  0.8955  -0.4128  -7.7557
H  2.3235  0.6394  -7.5747
H  0.7127  1.3475  -7.7202
H  1.7102  -0.8058  -5.7539
H  2.8613  1.4405  -5.1017
H  1.6701  1.0091  -3.8310
H  1.3817  2.1754  -5.1334
H  -0.5075  1.0327  -5.5755
C  0.0313  -4.2201  -3.9126
C  -0.9404  -3.1222  -4.4275
C  -2.3614  -3.5142  -4.1027
O  -0.6548  -1.9403  -3.6377
H  0.9526  -4.1516  -4.4946
H  -0.3351  -5.2046  -4.2057
H  0.2209  -4.0876  -2.8490
H  -0.8816  -3.0629  -5.5149
H  -2.4386  -3.9803  -3.1196
H  -2.8165  -4.1173  -4.8875
H  -2.9259  -2.5918  -3.9567
H  -0.2413  -1.3477  -4.2779
C  5.4313  -2.7679  -0.9748
C  4.3545  -2.9457  0.1157
C  3.1534  -3.6731  -0.5644
O  4.8760  -3.7594  1.1492
H  6.2542  -2.1855  -0.5608
H  4.9471  -2.3080  -1.8353
H  5.8164  -3.7578  -1.2198
H  4.0649  -1.9838  0.5437
H  2.7132  -3.1967  -1.4410
H  2.3629  -4.0221  0.0992
H  3.6792  -4.4996  -1.0474
H  4.1314  -3.8307  1.7538
C  0.3336  3.6275  2.5447
C  -0.2825  4.8658  3.1433
C  -0.6312  4.8527  4.5887
O  0.5531  6.0043  3.0035
H  1.1392  3.2493  3.1793
H  0.9214  3.7969  1.6422
H  -0.4682  2.8971  2.4434
H  -1.1993  4.9951  2.5607
H  0.2643  4.6716  5.1839
H  -1.3667  4.0700  4.7809
H  -1.0916  5.7904  4.8977
H  0.8601  6.0614  2.0943
C  -1.9339  2.8754  -4.5902
C  -1.0459  2.4786  -3.3832
O  -1.1632  1.0991  -3.1531
O  -1.2799  2.6958  -5.8923
H  -2.1191  3.9480  -4.4941
H  -2.9511  2.4862  -4.5306
H  -1.4305  3.0306  -2.5256
H  -0.0517  2.8871  -3.5723
H  -0.8966  0.6370  -3.9562
H  -1.8320  2.9917  -6.6201
C  -5.4616  1.0550  -1.8762
C  -4.0609  1.2565  -1.3256
O  -3.2102  0.2340  -1.8427
O  -6.4575  1.7460  -1.1081
H  -5.8033  0.0203  -1.7912
H  -5.4431  1.1881  -2.9598
H  -3.8665  1.4514  -0.2704
H  -3.6838  2.1559  -1.8210
H  -2.3716  0.5675  -2.1923
H  -7.2793  1.4138  -1.4783
C  -1.7700  -4.7566  -0.1263
C  -0.6017  -5.1078  0.8640
O  -0.1497  -3.9207  1.3839
O  -1.9653  -5.8562  -1.0260
H  -1.6056  -3.8437  -0.7011
H  -2.7037  -4.6615  0.4305
H  0.2784  -5.5567  0.3978
H  -0.9316  -5.6837  1.7285
H  0.0231  -3.3072  0.6641
H  -2.8097  -5.7195  -1.4632
C  0.1227  -0.3487  -0.4692
C  0.3954  -0.0459  1.0108
O  -0.2310  1.0935  1.4601
O  0.3178  -1.6926  -0.9501
H  0.7931  0.1795  -1.1530
H  -0.8650  -0.0282  -0.8037
H  1.4582  -0.0918  1.2530
H  -0.1588  -0.7524  1.6346
H  0.4356  1.7962  1.4448
H  -0.0698  -1.8898  -1.8103
C  2.5164  4.6414  2.6863
C  2.7549  3.4354  1.8747
O  1.5531  3.0325  1.1821
O  2.1550  5.6296  1.7437
H  3.3779  4.9409  3.2852
H  1.7038  4.5194  3.4029
H  2.9889  2.5977  2.5343
H  3.5437  3.5038  1.1252
H  1.1517  3.8764  0.9475
H  2.9003  6.1403  1.4199

LUMO: -0.045 eV
Electronic energy: -2511.15581 a.u.
Highest occupied orbital energy: -8.406 eV
ΔE to the lowest compared entry with this formula, charge and spin: 1503.2 kJ/mol
Spin multiplicity: 1

Results of the Löwdin charge analysis, in e, for atoms 1 through 5: -0.051 -0.429 -0.045 -0.117 0.033